No. 1
The following is a quantum chemistry calculation of a cluster of 2 separate species, C5H10O2 in total, from OMol25.

```
! RIJCOSX wB97M-V def2-TZVPD def2/J DEFGRID3
* xyz 0 1
C 1.832 -1.900 -0.198
C 1.084 -0.889 -1.055
C -0.236 -0.534 -0.454
O -0.177 0.417 0.607
C -0.812 0.790 -0.627
C -1.853 2.593 1.220
O -1.681 1.739 2.191
H 2.783 -2.179 -0.655
H 2.031 -1.481 0.794
H 1.233 -2.807 -0.067
H 1.659 0.038 -1.164
H 0.888 -1.277 -2.061
H -0.924 -1.355 -0.244
H -1.043 1.059 1.852
H -1.890 0.910 -0.613
H -0.280 1.577 -1.156
H -2.613 3.300 1.629
*
```

HOMO-LUMO gap in eV: 9.21
LUMO energy in hartree: 0.039
Molar mass in g mol⁻¹: 102.13
ΔE to the lowest compared entry with this formula, charge and spin in kJ/mol: 492.1
HOMO level in eV: -8.156


No. 2
The following is a quantum chemistry calculation of a cluster of 2 separate species, C30H50N5O6S in total, from OMol25.

```
! RIJCOSX wB97M-V def2-TZVPD def2/J DEFGRID3
* xyz 1 1
C -0.105 -2.050 -5.980
C 1.046 -1.913 -4.962
C 0.873 -0.700 -4.000
C 1.566 -0.896 -2.615
C 0.630 -0.823 -1.371
C -0.178 -2.132 -1.031
C -0.603 -2.970 -2.266
O -1.734 -3.774 -1.856
C -1.376 -5.108 -1.669
O -1.258 -5.787 -2.603
C -1.205 -5.628 -0.235
C -0.268 -6.876 -0.205
C -0.205 0.467 -1.437
O -1.522 0.450 -0.813
C -2.462 0.604 -1.688
N -3.299 0.865 -2.381
C 0.814 1.481 -0.822
C 0.661 2.941 -1.153
C -0.784 3.385 -1.504
N 1.666 0.873 -0.104
C 2.699 1.710 0.588
C 2.082 2.566 1.743
C 2.242 2.002 3.180
C 1.133 2.671 4.090
C -0.146 1.813 3.994
O 0.037 0.560 4.636
C -1.140 -0.225 4.611
C 1.493 -0.642 -0.028
S 0.511 -0.756 1.549
C 2.857 -1.374 -0.063
C 3.392 -1.962 1.277
N 3.596 -0.970 2.336
N 2.645 -3.136 1.763
N 4.729 -2.513 0.920
H -1.077 -2.243 -5.496
H 0.066 -2.891 -6.673
H -0.170 -1.151 -6.617
H 1.098 -2.867 -4.407
H 1.994 -1.849 -5.524
H 1.331 0.159 -4.520
H -0.215 -0.528 -3.925
H 1.983 -1.919 -2.628
H 2.445 -0.234 -2.529
H 0.442 -2.793 -0.400
H -1.090 -1.928 -0.460
H -1.011 -2.308 -3.046
H 0.206 -3.604 -2.650
H -2.209 -5.888 0.142
H -0.815 -4.835 0.426
H -0.882 -7.769 -0.030
H 0.289 -6.986 -1.144
H 0.452 -6.747 0.618
H -0.414 0.920 -2.416
H 1.277 3.118 -2.062
H 1.049 3.631 -0.393
H -1.456 3.328 -0.642
H -1.180 2.861 -2.390
H -0.713 4.439 -1.817
H 3.050 2.431 -0.172
H 3.575 1.125 0.878
H 2.573 3.555 1.709
H 1.007 2.771 1.600
H 2.077 0.925 3.262
H 3.219 2.312 3.586
H 1.500 2.538 5.121
H 0.956 3.719 3.819
H -0.944 2.336 4.564
H -0.488 1.725 2.945
H -1.086 -1.078 3.906
H -2.034 0.388 4.393
H -1.309 -0.672 5.606
H -0.795 -0.679 1.188
H 3.615 -0.656 -0.424
H 2.876 -2.217 -0.770
H 3.175 -1.248 3.218
H 4.576 -0.779 2.504
H 2.082 -3.446 0.976
H 2.041 -2.860 2.532
H 5.110 -2.970 1.747
H 5.367 -1.738 0.723
C -5.773 3.839 1.058
C -4.462 3.743 0.852
C -3.583 4.933 0.925
O -2.383 4.844 0.734
C -4.215 6.234 1.237
C -5.526 6.334 1.444
C -6.409 5.143 1.372
O -7.601 5.231 1.561
H -6.432 2.982 1.008
H -3.981 2.799 0.623
H -3.555 7.091 1.286
H -6.006 7.277 1.673
*
```

HOMO-LUMO gap in eV: 8.34
LUMO energy in hartree: -0.136
Molar mass in g mol⁻¹: 608.83
HOMO level in eV: -12.044


No. 3
The following is a quantum chemistry calculation of a structure of composition C36H73BrCl3F3KLiMgN8O11P, from OMol25.

```
! RIJCOSX wB97M-V def2-TZVPD def2/J DEFGRID3
* xyz -1 1
C 4.700 -1.295 0.310
C 3.281 -0.517 0.419
N 2.207 -0.859 -0.574
C 2.521 -1.963 -1.600
C 3.499 -1.403 -2.839
O 2.728 -0.559 -3.812
C 4.069 -2.702 -3.687
N 3.605 -2.561 -5.123
C 1.042 -0.147 -0.511
N -0.076 -0.405 -1.544
C -0.959 -1.604 -1.307
C -1.686 -2.192 -2.685
C -0.719 -2.158 -4.008
C -0.644 -3.655 -4.675
C -2.043 -3.966 -5.536
O -2.186 -3.090 -6.710
C -3.370 -2.220 -6.618
C -0.931 0.874 -1.701
C -1.105 1.474 -3.233
C -2.646 2.055 -3.526
N -2.635 2.601 -4.969
N -3.704 0.965 -3.517
N -2.966 3.239 -2.642
C -0.490 1.939 -0.485
C -1.736 2.615 0.403
C -3.109 1.767 0.473
C -3.064 0.318 1.215
Cl -4.327 -0.915 0.644
C 0.205 3.348 -0.991
C 1.683 3.280 -1.633
C 2.930 3.522 -0.543
O 1.998 2.138 -2.499
N 0.455 0.971 0.265
P 0.946 1.386 1.902
C -0.413 0.947 3.228
O 1.091 3.148 2.098
H 5.300 -1.073 1.318
H 5.416 -0.891 -0.554
H 4.652 -2.461 0.221
H 2.834 -0.762 1.499
H 3.495 0.632 0.418
H 2.975 -2.940 -1.087
H 1.562 -2.357 -2.165
H 4.369 -0.720 -2.458
H 3.285 0.289 -3.931
H 3.508 -3.653 -3.246
H 5.245 -2.827 -3.597
H 4.293 -2.940 -5.811
H 2.672 -3.050 -5.196
H -1.765 -1.491 -0.471
H -0.240 -2.486 -0.947
H -2.715 -1.648 -2.804
H -1.938 -3.331 -2.448
H -1.272 -1.466 -4.807
H 0.334 -1.650 -3.836
H 0.215 -3.658 -5.489
H -0.562 -4.526 -3.896
H -2.994 -3.995 -4.840
H -1.907 -5.082 -5.932
H -3.052 -1.139 -6.988
H -4.233 -2.563 -7.359
H -3.808 -2.090 -5.540
H -2.003 0.356 -1.595
H -0.943 0.626 -4.050
H -0.386 2.345 -3.509
H -3.645 2.909 -5.101
H -1.985 3.413 -5.055
H -4.235 0.915 -4.415
H -4.347 1.203 -2.726
H -2.626 4.135 -3.098
H -3.984 3.332 -2.430
H -1.429 2.929 1.483
H -2.001 3.637 -0.158
H -3.513 1.603 -0.638
H -3.929 2.434 1.006
H -3.290 0.512 2.370
H -1.966 -0.078 1.166
H 0.222 4.179 -0.134
H -0.525 3.804 -1.819
H 1.773 4.235 -2.349
H 3.960 3.635 -1.098
H 2.665 4.565 -0.026
H 2.947 2.734 0.318
H 1.796 2.326 -3.471
H 0.103 0.902 4.304
H -0.800 -0.138 3.009
H -1.248 1.762 3.312
H 2.048 3.364 2.299
C 0.196 3.579 6.034
C 1.167 4.568 6.594
O 2.354 3.811 6.741
C 2.270 2.768 5.864
O 3.191 2.011 5.604
O 1.023 2.682 5.316
H -0.537 4.046 5.370
H -0.333 3.024 6.815
H 1.361 5.399 5.908
H 0.842 4.970 7.557
Br -2.447 0.931 -6.616
C -0.286 8.427 4.652
C -1.679 8.670 5.215
C -1.823 8.213 6.668
C -1.647 6.762 6.815
N -1.494 5.618 6.924
H -0.039 7.362 4.635
H -0.227 8.797 3.622
H 0.472 8.949 5.244
H -2.418 8.160 4.585
H -1.898 9.743 5.161
H -2.821 8.490 7.029
H -1.099 8.743 7.299
K -5.147 -2.866 1.730
Cl -5.347 3.542 -5.306
Cl -4.647 8.808 6.797
Li -2.547 -4.886 -7.501
Mg 2.553 -3.420 0.258
O -2.422 -8.287 -2.564
C -2.792 -8.640 -3.803
C -2.902 -7.330 -4.718
O -3.284 -7.681 -5.954
H -3.762 -9.158 -3.908
H -2.123 -9.327 -4.350
H -1.927 -6.819 -4.621
H -3.561 -6.636 -4.167
C 3.322 -3.653 5.557
C 3.380 -4.573 4.351
O 3.945 -5.847 4.638
C 3.110 -6.870 5.250
O 1.985 -7.034 4.562
C 2.882 -6.657 6.799
F 4.013 -6.180 7.398
F 2.607 -7.834 7.432
F 1.884 -5.800 7.122
H 4.219 -3.749 6.174
H 3.219 -2.612 5.235
H 2.457 -3.877 6.181
H 4.059 -4.113 3.625
H 2.408 -4.642 3.849
H 3.810 -7.718 5.256
*
```

HOMO-LUMO gap in eV: 1.54
LUMO energy in hartree: -0.089
Molar mass in g mol⁻¹: 1138.60
ΔE to the lowest compared entry with this formula, charge and spin in kJ/mol: 977.3
HOMO level in eV: -3.975


No. 4
The following is a quantum chemistry calculation of a structure of composition C4H13N3O, from OMol25.

```
! RIJCOSX wB97M-V def2-TZVPD def2/J DEFGRID3
* xyz 0 1
C -0.822 0.923 -0.643
C -0.928 -1.007 0.947
C 1.655 -1.294 1.268
C -0.943 1.889 0.533
N 0.575 0.944 -1.115
N -1.155 -0.468 -0.370
N 2.214 -1.246 0.071
O 0.644 0.191 -2.350
H 0.297 -0.671 -2.060
H 0.819 1.885 -1.413
H -2.073 -0.695 -0.733
H -1.488 1.249 -1.456
H 2.569 -2.049 -0.440
H 2.067 -0.404 -0.476
H -1.173 -2.066 0.954
H -1.462 -0.499 1.759
H 1.767 -2.278 1.746
H 0.362 -0.805 1.313
H -1.951 1.854 0.945
H -0.745 2.910 0.204
H -0.229 1.637 1.315
*
```

HOMO-LUMO gap in eV: 8.00
LUMO energy in hartree: 0.037
Molar mass in g mol⁻¹: 119.17
ΔE to the lowest compared entry with this formula, charge and spin in kJ/mol: 574.9
HOMO level in eV: -7.001


No. 5
The following is a quantum chemistry calculation of the molecule CH2N4OS, from OMol25.

```
! RIJCOSX wB97M-V def2-TZVPD def2/J DEFGRID3
* xyz 0 1
O 0.036 1.964 -0.081
N -0.442 0.715 0.159
N -1.725 0.342 -0.096
N -1.781 -1.004 -0.043
N -0.588 -1.469 -0.029
C 0.298 -0.408 0.079
S 1.948 -0.374 -0.008
H 1.031 1.743 -0.083
H -2.520 0.875 0.446
*
```

HOMO-LUMO gap in eV: 8.32
LUMO energy in hartree: -0.021
Structure (SMILES): On1[nH]nnc1=S
Molar mass in g mol⁻¹: 118.12
ΔE to the lowest compared entry with this formula, charge and spin in kJ/mol: 153.3
HOMO level in eV: -8.876


No. 6
The following is a quantum chemistry calculation of a structure of composition C15H19AlBr2ClF4I2N3O2, from OMol25.

```
! RIJCOSX wB97M-V def2-TZVPD def2/J DEFGRID3
* xyz 0 1
C -0.298 2.566 3.504
C 0.990 1.806 4.084
C 1.668 0.741 3.085
Cl 3.516 0.967 3.018
C 1.010 0.699 1.618
C 1.167 1.869 0.580
I 2.301 3.697 1.029
C 0.494 1.816 -0.826
C 0.553 2.947 -1.947
C 1.358 2.537 -3.282
C 2.748 1.765 -3.013
I 4.264 3.144 -2.274
C -0.327 0.528 -1.166
C -1.049 0.321 -2.593
Br -2.737 1.241 -3.096
C -0.407 -0.604 -3.479
C -1.039 -0.933 -4.915
Br 1.274 -1.548 -2.940
C -0.437 -0.582 -0.079
C -1.335 -1.878 -0.480
N -2.757 -1.403 -0.493
N 0.195 -0.451 1.229
O -0.034 -1.506 2.066
N -1.084 -1.107 2.867
O -1.355 -1.959 3.630
H -0.863 2.989 4.423
H -1.047 1.902 2.957
H -0.035 3.499 2.875
H 1.805 2.515 4.454
H 0.629 1.229 5.021
H 1.533 -0.296 3.579
H -0.541 3.139 -2.277
H 0.953 3.955 -1.598
H 0.708 1.968 -4.051
H 1.641 3.526 -3.813
H 2.619 0.836 -2.358
H 3.110 1.399 -4.049
H -0.855 -0.054 -5.619
H -2.161 -1.136 -4.737
H -0.534 -1.910 -5.269
H -1.051 -2.303 -1.503
H -1.237 -2.733 0.273
H -3.057 -1.425 0.494
H -3.349 -1.994 -1.090
F -0.977 -7.675 3.069
Al -1.390 -5.959 3.234
F -0.930 -5.091 1.749
F -0.516 -5.266 4.615
F -3.137 -5.789 3.495
*
```

HOMO-LUMO gap in eV: 7.33
LUMO energy in hartree: -0.099
Molar mass in g mol⁻¹: 825.38
HOMO level in eV: -10.022


No. 7
The following is a quantum chemistry calculation of a structure of composition C25H27Cl2NO3PtS2, from OMol25.

```
! RIJCOSX wB97M-V def2-TZVPD def2/J DEFGRID3
* xyz 0 1
Pt -0.348 1.596 0.884
Cl 1.658 2.038 -0.149
C 1.827 3.792 -0.080
C 2.953 4.331 -0.672
C 3.118 5.703 -0.631
C 2.160 6.489 -0.004
C 1.049 5.908 0.575
Cl -0.120 6.926 1.344
C 0.835 4.519 0.560
S -0.576 3.812 1.302
H 3.679 3.687 -1.151
H 3.986 6.160 -1.084
H 2.268 7.563 0.039
C -2.566 -4.688 -0.535
C -2.398 -3.416 0.234
C -1.267 -2.691 0.164
C -1.162 -1.399 0.838
C -2.054 -1.277 2.045
C -3.399 -1.915 1.853
C -3.536 -2.940 1.016
S -2.132 0.321 2.894
O -0.921 0.391 3.663
O -3.391 0.350 3.575
O -2.152 1.328 1.756
H -2.869 -5.500 0.129
H -1.652 -4.973 -1.051
H -3.362 -4.569 -1.275
H -0.462 -3.000 -0.487
H -1.532 -1.890 2.799
H -4.203 -1.545 2.474
H -4.486 -3.449 0.911
C -2.379 -0.075 -1.717
C -1.062 0.134 -2.464
C -0.849 1.632 -2.723
C 0.223 -0.514 -1.938
C 1.170 -0.800 -2.922
C 2.411 -1.319 -2.616
C 2.734 -1.572 -1.295
C 1.834 -1.323 -0.263
C 2.303 -1.677 1.149
C 2.239 -0.560 2.192
C 1.661 -2.956 1.696
C 0.577 -0.797 -0.611
N -0.343 -0.482 0.456
H -3.191 0.281 -2.355
H -2.429 0.496 -0.790
H -2.571 -1.125 -1.499
H -1.197 -0.334 -3.444
H -0.812 2.189 -1.786
H -1.682 2.027 -3.308
H 0.075 1.818 -3.273
H 0.913 -0.598 -3.956
H 3.126 -1.527 -3.402
H 3.708 -1.977 -1.048
H 3.364 -1.907 1.018
H 1.222 -0.290 2.474
H 2.749 0.339 1.845
H 2.746 -0.896 3.098
H 0.640 -2.785 2.037
H 2.230 -3.309 2.558
H 1.644 -3.753 0.951
*
```

HOMO-LUMO gap in eV: 7.21
LUMO energy in hartree: -0.021
Molar mass in g mol⁻¹: 719.61
ΔE to the lowest compared entry with this formula, charge and spin in kJ/mol: 0.0
HOMO level in eV: -7.778


No. 8
The following is a quantum chemistry calculation of a structure of composition C10H28AgClN2O4, from OMol25.

```
! RIJCOSX wB97M-V def2-TZVPD def2/J DEFGRID3
* xyz 1 2
Ag 11.284 -7.187 -40.426
Cl 11.852 -8.551 -38.252
C 8.746 -4.319 -38.270
C 9.909 -4.747 -39.186
C 11.130 -4.988 -38.273
O 12.208 -5.307 -39.201
C 13.535 -4.932 -38.794
N 9.450 -6.047 -39.807
H 8.679 -5.053 -37.466
H 7.836 -4.218 -38.858
H 8.926 -3.357 -37.787
H 10.175 -4.055 -39.976
H 11.115 -5.846 -37.601
H 11.408 -4.004 -37.894
H 13.826 -3.882 -38.825
H 14.197 -5.433 -39.500
H 13.673 -5.394 -37.815
H 8.962 -5.868 -40.682
H 8.768 -6.514 -39.216
C 10.170 -8.779 -33.821
C 9.325 -7.882 -34.700
C 9.867 -6.455 -34.803
O 9.820 -5.722 -33.633
C 11.043 -5.222 -33.149
N 9.179 -8.444 -36.063
H 10.199 -8.311 -32.832
H 11.203 -8.930 -34.144
H 9.696 -9.755 -33.704
H 8.348 -7.805 -34.218
H 9.193 -5.977 -35.545
H 10.790 -6.392 -35.406
H 11.869 -5.947 -33.167
H 10.915 -4.907 -32.119
H 11.425 -4.414 -33.784
H 9.786 -8.023 -36.755
H 9.538 -9.389 -35.975
C 15.767 -9.622 -34.451
C 14.512 -9.450 -35.261
O 14.730 -9.742 -36.631
O 16.876 -8.987 -35.083
H 16.042 -10.667 -34.282
H 15.598 -9.224 -33.450
H 14.079 -8.448 -35.128
H 13.693 -10.024 -34.803
H 13.902 -9.613 -37.100
H 16.707 -9.063 -36.030
*
```

HOMO-LUMO gap (spin up / spin down) in eV: 7.23 / 3.31
LUMO energy (spin up / spin down) in hartree: -0.175 / -0.319
Molar mass in g mol⁻¹: 383.66
ΔE to the lowest compared entry with this formula, charge and spin in kJ/mol: 323.2
HOMO level (spin up / spin down) in eV: -12.000 / -11.997
⟨S²⟩: 0.757